No. 1
83
Properties=species:S:1:pos:R:3:mulliken_charge:R:1 method="wB97M-V/def2-TZVPD" e_above_lowest_kcal_mol=3.1 max_force_ev_per_a=0.5 homo_energy_ev=-9.89 charge=+1 gap_ev=7.184
Hf 0.755 -1.886 -0.601 0.87
C -2.074 4.667 3.775 -0.61
O -2.714 3.805 4.697 -0.45
C -3.438 2.773 4.196 0.77
C -3.544 2.475 2.842 -0.42
C -4.298 1.381 2.438 -0.27
C -4.959 0.600 3.371 -0.18
C -4.900 0.936 4.719 -0.31
C -4.122 1.997 5.132 -0.62
N -5.830 -0.470 2.970 -0.52
N -5.400 -1.422 2.309 -0.43
C -3.992 -1.586 2.080 0.49
C -3.130 -1.904 3.092 -0.43
C -1.769 -2.178 2.841 -0.92
C -1.276 -2.115 1.567 0.57
O 0.017 -2.280 1.246 -0.88
C -2.160 -1.789 0.508 0.65
N -1.596 -1.675 -0.728 -0.32
C -2.373 -1.360 -1.745 -0.27
C -3.752 -1.150 -1.611 -1.18
C -4.330 -1.242 -0.373 -0.56
C -3.526 -1.555 0.741 0.04
H -1.577 5.428 4.368 0.27
H -2.798 5.142 3.108 0.34
H -1.331 4.129 3.179 0.13
H -3.056 3.084 2.094 0.48
H -4.390 1.159 1.382 0.50
H -5.464 0.353 5.436 0.46
H -4.048 2.263 6.178 0.46
H -3.498 -1.944 4.109 0.49
H -1.105 -2.429 3.657 0.52
H -1.903 -1.266 -2.714 0.49
H -4.337 -0.914 -2.489 0.46
H -5.391 -1.079 -0.236 0.58
C 4.821 -2.134 -3.717 -1.18
N 5.033 -1.551 -2.399 0.14
C 6.402 -1.365 -1.927 -1.17
C 3.961 -1.337 -1.607 0.12
N 2.766 -1.745 -1.863 -0.26
N 4.218 -0.556 -0.483 -0.07
C 3.536 -0.586 0.712 0.40
N 4.196 -0.012 1.744 -0.42
N 2.378 -1.137 0.828 -0.36
H 5.709 -1.969 -4.319 0.42
H 3.983 -1.643 -4.214 0.40
H 4.634 -3.210 -3.662 0.33
H 7.068 -1.931 -2.571 0.40
H 6.526 -1.749 -0.915 0.42
H 6.716 -0.318 -1.970 0.31
H 2.752 -2.400 -2.636 0.11
H 5.086 -0.049 -0.489 0.31
H 5.081 0.446 1.622 0.17
H 3.699 0.180 2.596 0.24
H 2.063 -1.197 1.790 0.15
C -0.215 1.007 1.469 -0.24
Si 0.316 1.543 -0.246 0.31
C 1.900 2.561 -0.100 -1.40
C -1.108 2.572 -0.891 -1.16
N 0.599 0.153 -1.276 1.89
C 0.748 0.360 -2.639 1.64
C 1.048 1.574 -3.280 -1.01
C 1.165 1.660 -4.660 -1.04
C 0.996 0.549 -5.476 -0.70
C 0.709 -0.676 -4.888 -0.79
C 0.606 -0.706 -3.523 -0.18
F 0.326 -1.946 -2.912 -0.45
H -0.174 1.891 2.113 0.45
H 0.388 0.235 1.947 0.25
H -1.251 0.662 1.480 -0.48
H 2.213 2.656 0.943 0.38
H 1.776 3.574 -0.490 0.50
H 2.715 2.093 -0.658 0.27
H -1.212 3.487 -0.302 0.40
H -2.038 2.006 -0.789 0.23
H -1.011 2.862 -1.937 0.43
H 1.204 2.464 -2.685 0.44
H 1.394 2.619 -5.106 0.44
H 1.083 0.630 -6.550 0.45
H 0.562 -1.580 -5.465 0.51
O 0.945 -5.697 -0.257 -0.59
N 0.987 -4.543 -0.517 1.02
O 0.049 -3.924 -1.147 -0.62
O 1.962 -3.773 -0.213 -0.64

***

No. 2
79
Properties=species:S:1:pos:R:3:mulliken_spin:R:1 method="wB97M-V/def2-TZVPD" spin_multiplicity=2 e_above_lowest_kcal_mol=0.0 max_force_ev_per_a=0.3 homo_energy_ev="-10.23 / -10.22" charge=+1 gap_ev="6.976 / 5.256"
Ir 1.684 1.700 -0.775 -0.02
Se 2.726 2.670 -2.786 0.28
Te 4.954 3.394 -2.070 0.51
Te 4.488 3.730 0.543 0.16
Se 2.021 3.863 0.323 0.02
C -2.992 2.937 -3.118 0.00
N -2.032 1.899 -3.423 0.00
C -2.318 0.844 -4.395 0.00
C -0.972 0.118 -4.491 0.00
N -0.329 0.540 -3.248 0.00
C -0.918 1.622 -2.741 0.00
S -0.389 2.563 -1.417 0.00
H -3.308 3.420 -4.042 0.00
H -2.530 3.681 -2.475 0.00
H -3.868 2.521 -2.615 0.00
H -2.638 1.273 -5.343 0.00
H -3.112 0.195 -4.017 0.00
H -0.391 0.447 -5.355 0.00
H -1.082 -0.963 -4.529 0.00
H 0.576 0.216 -2.937 -0.01
C -2.053 4.560 1.404 0.00
C -2.604 3.249 1.946 0.00
N -2.184 2.978 3.317 0.00
C -2.751 3.831 4.368 0.00
C -1.707 4.725 5.016 0.00
C -1.508 1.880 3.734 0.00
O -1.410 1.570 4.910 0.00
C -0.801 1.015 2.723 0.00
C -0.801 -0.361 2.903 0.00
C -0.053 -1.145 2.045 0.00
C 0.689 -0.531 1.053 0.00
N 0.703 0.797 0.875 0.01
C -0.034 1.550 1.707 0.01
H -2.405 4.723 0.385 0.00
H -0.960 4.565 1.392 0.00
H -2.379 5.405 2.010 0.00
H -2.313 2.417 1.308 0.00
H -3.698 3.280 1.931 0.00
H -3.211 3.188 5.118 0.00
H -3.538 4.427 3.906 0.00
H -0.931 4.121 5.484 0.00
H -2.168 5.341 5.788 0.00
H -1.243 5.386 4.283 0.00
H -1.366 -0.791 3.719 0.00
H -0.021 -2.224 2.128 0.00
H 1.280 -1.128 0.380 0.00
H 0.019 2.617 1.565 -0.01
C -2.749 -4.132 0.102 0.00
C -1.260 -4.124 0.324 0.00
C -0.736 -4.636 1.506 0.00
C 0.631 -4.632 1.731 0.00
C 1.490 -4.099 0.785 0.00
C 0.979 -3.595 -0.411 0.00
N 1.804 -2.962 -1.373 0.00
C 3.193 -2.872 -1.244 0.00
C 3.977 -4.028 -1.206 0.00
C 5.349 -3.945 -1.084 0.00
C 5.987 -2.708 -0.989 0.00
C 5.227 -1.560 -1.007 0.00
C 3.837 -1.630 -1.144 -0.01
C 3.068 -0.385 -1.081 0.04
O 3.450 0.604 -0.387 0.01
O 1.927 -0.254 -1.654 0.00
C -0.400 -3.615 -0.655 0.00
C -0.946 -3.060 -1.944 0.00
H -3.269 -4.479 0.993 0.00
H -3.024 -4.794 -0.722 0.00
H -3.124 -3.137 -0.144 0.00
H -1.407 -5.041 2.253 0.00
H 1.032 -5.028 2.654 0.00
H 2.552 -4.058 0.982 0.00
H 1.396 -2.121 -1.749 0.00
H 3.487 -4.989 -1.290 0.00
H 5.934 -4.855 -1.072 0.00
H 7.063 -2.653 -0.898 0.00
H 5.689 -0.586 -0.915 0.00
H -0.217 -3.148 -2.750 0.00
H -1.218 -2.002 -1.843 0.00
H -1.845 -3.592 -2.252 0.00

***

No. 3
78
Properties=species:S:1:pos:R:3:mulliken_spin:R:1 method="wB97M-V/def2-TZVPD" spin_multiplicity=3 max_force_ev_per_a=1.5 homo_energy_ev="-8.92 / -11.35" charge=+1 gap_ev="6.483 / 8.893"
Ti -0.421 -0.409 -0.152 1.73
O 3.815 -4.481 0.318 0.00
C 2.769 -5.022 -0.295 0.00
O 2.761 -6.153 -0.700 0.00
C 1.584 -4.139 -0.540 0.02
C 0.451 -4.599 -1.179 0.02
N -0.426 -3.577 -1.200 0.03
N 0.070 -2.475 -0.616 -0.10
C 1.283 -2.810 -0.198 0.04
C 2.128 -1.699 0.380 -0.01
O 3.211 -1.954 0.896 0.02
O 1.580 -0.557 0.238 0.02
H 3.682 -3.510 0.482 0.00
H 0.236 -5.566 -1.599 0.00
H -1.330 -3.546 -1.637 0.01
C -2.739 3.113 0.057 0.01
P -1.550 2.020 -0.776 0.04
C -0.005 2.960 -0.458 0.02
C -1.744 2.330 -2.573 -0.02
C -0.638 1.576 -3.330 0.00
P -0.487 -0.164 -2.748 0.04
C 0.907 -0.808 -3.726 0.02
C -1.925 -0.915 -3.596 0.02
H -2.570 4.153 -0.227 0.00
H -2.610 3.011 1.135 0.00
H -3.769 2.848 -0.188 0.00
H -0.048 3.939 -0.943 0.00
H 0.888 2.440 -0.809 -0.02
H 0.101 3.096 0.619 0.00
H -1.700 3.402 -2.780 0.00
H -2.729 1.982 -2.895 0.00
H 0.326 2.064 -3.171 0.01
H -0.825 1.577 -4.407 0.00
H 0.841 -0.536 -4.782 0.00
H 0.939 -1.897 -3.653 0.00
H 1.845 -0.427 -3.323 0.00
H -2.003 -0.570 -4.629 0.00
H -2.861 -0.672 -3.090 0.00
H -1.828 -2.002 -3.620 0.00
O -0.556 0.610 1.690 0.00
As 0.307 0.305 3.117 -0.03
C -0.352 1.511 4.428 0.00
C -1.174 1.077 5.461 0.00
C -1.680 1.996 6.373 0.00
C -1.370 3.340 6.240 0.00
C -0.543 3.772 5.210 0.00
C -0.029 2.859 4.303 0.00
C -0.097 -1.515 3.519 0.02
C 0.923 -2.460 3.454 0.02
C 0.625 -3.814 3.567 0.00
C -0.687 -4.218 3.751 0.00
C -1.708 -3.275 3.809 0.00
C -1.420 -1.926 3.680 0.00
C 2.184 0.556 3.159 0.01
C 2.858 1.266 2.174 0.01
C 4.208 1.538 2.336 0.00
C 4.876 1.096 3.468 0.00
C 4.195 0.400 4.456 0.00
C 2.840 0.138 4.316 0.00
H -1.408 0.027 5.586 0.00
H -2.310 1.661 7.185 0.00
H -1.765 4.054 6.950 0.00
H -0.292 4.821 5.124 0.00
H 0.636 3.209 3.521 0.00
H 1.950 -2.162 3.288 0.00
H 1.419 -4.546 3.508 0.00
H -0.916 -5.271 3.848 0.00
H -2.730 -3.599 3.959 0.00
H -2.232 -1.207 3.705 0.00
H 2.344 1.579 1.277 0.00
H 4.739 2.084 1.568 0.00
H 5.932 1.298 3.582 0.00
H 4.716 0.066 5.343 0.00
H 2.323 -0.380 5.115 0.00
N -2.595 -1.236 0.282 0.04
H -2.564 -2.107 0.806 0.02
H -3.249 -1.376 -0.481 0.00
H -3.021 -0.555 0.904 0.01

***

| no. | electronic energy (a.u.) |
| --- | --- |
| 1 | -2487.78276 |
| 2 | -7467.58217 |
| 3 | -5435.63971 |